No. 1
Molecular formula: C5H5N
Method: DFT, ωB97M-V with the def2-TZVPD basis set

ORCA input file:
```
! RIJCOSX wB97M-V def2-TZVPD def2/J DEFGRID3
* xyz 0 1
C -1.4701 -0.9211 0.1508
C -0.9038 0.5016 0.0437
C 0.5474 0.5084 -0.1241
C 1.7503 0.5092 -0.2184
C 3.1315 0.5399 -0.2593
N 4.2912 0.5773 -0.2761
H -1.1182 -1.4143 1.0612
H -1.1708 -1.5230 -0.7130
H -2.5621 -0.8895 0.1881
H -1.1339 1.0801 0.9473
H -1.3615 1.0315 -0.8002
*
```

Its HOMO-LUMO gap is 11.087 eV. For the LUMO energy, the calculation gives 0.6 eV. Its SMILES is CCC#CC#N. The value obtained for the HOMO energy is -10.46 eV. The calculation puts the relative energy (zero: lowest compared OMol25 entry of this formula, charge and spin) at 43.59 kcal per mole.


No. 2
Molecular formula: C2H5N2S2
Method: DFT, ωB97M-V with the def2-TZVPD basis set

ORCA input file:
```
! RIJCOSX wB97M-V def2-TZVPD def2/J DEFGRID3
* xyz 1 3
C 0.8273 0.3011 1.3787
C 0.0020 0.5860 -0.8795
N 0.4363 0.8311 0.3495
N -1.1764 0.9654 -1.1813
S 0.6383 -1.3822 1.9833
S -0.5446 -2.2568 0.6114
H 1.5960 0.9556 1.9686
H 0.8307 0.4818 -1.6082
H -1.6154 1.4428 -0.3956
H 0.4138 -2.8290 -0.0646
H -1.4080 0.9041 -2.1622
*
```

Its HOMO-LUMO gap (spin up / spin down) is 5.990 / 5.522 eV. For the LUMO energy (spin up / spin down), the calculation gives -3.9 / -8.7 eV. Its expectation value of S² is 2.026. The value obtained for the HOMO energy (spin up / spin down) is -9.93 / -14.19 eV. The calculation puts the relative energy (zero: lowest compared OMol25 entry of this formula, charge and spin) at 18.89 kcal per mole.


No. 3
Molecular formula: C5H7N5O2
Method: DFT, ωB97M-V with the def2-TZVPD basis set

ORCA input file:
```
! RIJCOSX wB97M-V def2-TZVPD def2/J DEFGRID3
* xyz 0 1
C -1.8409 1.9172 -1.3014
C 0.2010 0.5280 -0.3539
C 2.0207 -0.8106 0.2604
C 0.0804 -1.2043 1.3277
C -0.7689 -0.4612 0.2973
H -2.3405 0.9736 -1.4993
H -2.1533 2.5445 -0.4661
H -1.9354 2.4995 -2.2875
H 0.2469 1.8513 -1.7538
H 3.7346 -1.0836 -0.9479
H 3.4967 -2.2533 0.3112
H -1.5415 -1.4692 2.2309
N -0.3724 1.7386 -0.9650
N 1.4806 0.2550 -0.4847
N 3.2971 -1.4016 -0.0660
N 1.3950 -1.3712 1.1845
N -2.0280 -0.0493 0.5741
O -0.3405 -1.5148 2.5639
O -2.6316 -0.6884 1.3758
*
```

Its HOMO-LUMO gap is 8.488 eV. For the LUMO energy, the calculation gives -0.7 eV. The value obtained for the HOMO energy is -9.16 eV. The calculation puts the relative energy (zero: lowest compared OMol25 entry of this formula, charge and spin) at 108.66 kcal per mole.


No. 4
Molecular formula: C3H6N2S2
Method: DFT, ωB97M-V with the def2-TZVPD basis set

ORCA input file:
```
! RIJCOSX wB97M-V def2-TZVPD def2/J DEFGRID3
* xyz 0 1
H -0.7328 -2.4542 0.5308
N -1.1172 -1.6306 0.9774
C -0.1436 -0.7362 0.7382
C 1.0748 -0.7681 -0.2745
S 0.2682 -0.0190 -1.8270
C -0.3023 1.4850 -1.0180
S 0.4212 1.8086 0.6652
N -0.3485 0.4414 1.3738
H 1.9991 -0.1746 -0.0144
H 1.2865 -1.8277 -0.6001
H 0.0625 2.2878 -1.6396
H -1.3520 1.2181 -0.8699
H -1.1161 0.3694 1.9582
*
```

Its HOMO-LUMO gap is 9.275 eV. For the LUMO energy, the calculation gives 0.5 eV. Its SMILES is [H]/N=C1\CSCSN1. The value obtained for the HOMO energy is -8.78 eV. The calculation puts the relative energy (zero: lowest compared OMol25 entry of this formula, charge and spin) at 39.73 kcal per mole.


No. 5
Molecular formula: C2H4N3OP
Method: DFT, ωB97M-V with the def2-TZVPD basis set

ORCA input file:
```
! RIJCOSX wB97M-V def2-TZVPD def2/J DEFGRID3
* xyz 0 3
C -1.0779 1.3765 0.5088
C -0.1376 0.3607 0.3123
N -1.9948 0.8737 1.3340
N -0.4392 -0.6960 0.9713
N -1.6368 -0.3840 1.5237
O 1.8713 -1.4216 -1.0671
P 1.7144 0.2234 -0.9367
H -1.0494 2.3281 0.1013
H -2.0007 -0.9298 2.3042
H 1.6813 -1.9664 -0.2461
H 1.0463 0.4643 -2.2839
*
```

Its HOMO-LUMO gap (spin up / spin down) is 4.475 / 5.597 eV. For the LUMO energy (spin up / spin down), the calculation gives 0.1 / -3.7 eV. Its expectation value of S² is 2.019. The value obtained for the HOMO energy (spin up / spin down) is -4.35 / -9.35 eV. The calculation puts the relative energy (zero: lowest compared OMol25 entry of this formula, charge and spin) at 58.30 kcal per mole.


No. 6
Molecular formula: C16H24N4PPdS
Method: DFT, ωB97M-V with the def2-TZVPD basis set

ORCA input file:
```
! RIJCOSX wB97M-V def2-TZVPD def2/J DEFGRID3
* xyz 1 1
Pd 0.4081 0.8026 1.0828
C -3.0681 1.9571 1.8483
C -1.8710 1.1426 2.2536
C -1.7443 -0.2103 1.8965
C -0.6848 -1.0250 2.3582
C -0.6655 -2.5002 2.0603
C 0.2856 -0.4469 3.1756
C 0.2080 0.9086 3.5302
C 1.1916 1.5053 4.4904
C -0.8691 1.6873 3.0443
H -2.8315 2.6101 1.0068
H -3.3950 2.5898 2.6719
H -3.8990 1.3174 1.5555
H -2.5327 -0.6701 1.3109
H -0.2075 -2.7081 1.0919
H -1.6777 -2.9030 2.0398
H -0.0969 -3.0381 2.8158
H 1.0773 -1.0610 3.5837
H 1.8015 2.2707 4.0062
H 1.8581 0.7481 4.8960
H 0.6582 1.9811 5.3141
H -0.9470 2.7204 3.3624
C -0.0655 -2.1649 -3.0123
N 1.3060 -1.7316 -2.7650
C 1.6679 -0.6834 -3.7252
N 0.7362 0.4494 -3.7112
C -0.6186 -0.0394 -3.9466
N -1.0423 -1.0675 -2.9853
C -1.2199 -0.5180 -1.6489
P 0.3928 0.1595 -1.0645
C 1.4964 -1.2816 -1.3899
C 0.8386 1.2396 -2.4899
H -0.3491 -2.9124 -2.2694
H -0.1060 -2.6231 -3.9997
H 1.6519 -1.1199 -4.7232
H 2.6739 -0.3259 -3.5075
H -0.6506 -0.4828 -4.9410
H -1.3189 0.7957 -3.9112
H -1.5691 -1.2905 -0.9600
H -1.9653 0.2804 -1.6624
H 1.2753 -2.0872 -0.6876
H 2.5263 -0.9605 -1.2302
H 1.8531 1.6079 -2.3488
H 0.1611 2.0943 -2.5265
S 2.1732 2.2675 1.0774
C 3.2275 1.5830 -0.0830
N 3.9269 1.1333 -0.8833
*
```

Its HOMO-LUMO gap is 6.694 eV. For the LUMO energy, the calculation gives -4.9 eV. The value obtained for the HOMO energy is -11.58 eV.


No. 7
Molecular formula: C9H14
Method: DFT, ωB97M-V with the def2-TZVPD basis set

ORCA input file:
```
! RIJCOSX wB97M-V def2-TZVPD def2/J DEFGRID3
* xyz 1 2
C 3.3122 0.5964 0.9000
C 2.7938 1.8885 0.2720
H 4.1630 0.8597 1.5155
H 2.5108 0.1784 1.5020
H 3.5610 -0.1281 0.1310
H 2.0480 1.7714 -0.5145
H 3.5739 2.4847 -0.2178
H 2.4081 2.5847 1.0231
C -3.4563 0.1534 0.5740
C 0.1477 -0.8602 0.1253
C 0.0793 -1.4036 -1.1918
C -0.9727 -0.3593 0.7033
C -2.2093 -0.4000 0.0105
C -1.1472 -1.5815 -1.8593
C -2.2733 -1.0906 -1.2555
H 1.0549 -0.9095 0.7009
H 0.9927 -1.6702 -1.7038
H -0.9264 0.1257 1.6679
H -1.1881 -1.9638 -2.8673
H -3.9364 0.8091 -0.1527
H -3.2481 0.7527 1.4525
H -3.2128 -1.1716 -1.7718
H -4.0748 -0.6665 0.9562
*
```

Its HOMO-LUMO gap (spin up / spin down) is 10.171 / 6.400 eV. For the LUMO energy (spin up / spin down), the calculation gives -4.5 / -8.2 eV. Its expectation value of S² is 0.768. The value obtained for the HOMO energy (spin up / spin down) is -14.62 / -14.62 eV. The calculation puts the relative energy (zero: lowest compared OMol25 entry of this formula, charge and spin) at 4.68 kcal per mole.


No. 8
Molecular formula: C47H49Br4F3N4O7S
Method: DFT, ωB97M-V with the def2-TZVPD basis set

ORCA input file:
```
! RIJCOSX wB97M-V def2-TZVPD def2/J DEFGRID3
* xyz 0 1
C 0.4768 -5.0667 6.0561
C 0.9053 -3.8169 5.1532
C -0.3637 -3.3081 4.3191
C -0.4911 -4.0891 2.9405
C -0.5727 -3.1544 1.6798
C 0.4870 -2.1655 1.4269
C 1.7246 -1.9650 2.3460
S 2.8798 -3.4119 2.0572
C 4.5476 -2.7002 1.6515
C 5.7173 -3.6799 2.1219
C 0.3819 -1.3151 0.1683
C 1.4624 -0.2328 -0.2079
C 1.0500 1.2496 0.2930
C -0.4218 1.3434 0.8423
C -0.7851 2.8557 1.2270
O -0.6395 2.9662 2.6751
C -1.7861 3.5522 3.2077
O -2.6017 2.9795 3.8756
C -0.7461 -1.5014 -0.7410
C -0.8216 -0.6483 -2.0709
C -0.1653 -1.5061 -3.2434
O -0.8318 -2.2735 -3.9031
C 1.3706 -1.4406 -3.5740
C 2.3985 -2.1242 -2.7406
C 3.8332 -2.0469 -3.0005
C 4.3660 -1.2732 -4.1460
C 3.3586 -0.6164 -5.0191
C 1.9075 -0.6947 -4.7387
C -1.8606 -2.4914 -0.4814
N -2.8689 -2.5564 -1.4362
C -3.7509 -3.5213 -1.0630
C -4.9513 -3.7734 -2.0448
Br -5.0047 -5.5416 -2.8688
C -5.8560 -2.7756 -2.2570
C -5.8165 -1.3612 -1.5974
Br -7.3077 -3.1893 -3.5360
C -3.7088 -4.3572 0.1749
C -4.8127 -5.4396 0.4786
C -5.1230 -5.5999 2.0243
C -6.5549 -5.0396 2.4017
F -6.7296 -5.2203 3.7785
Br -8.0027 -6.0914 1.5291
C -6.7694 -3.5066 2.0601
F -7.8378 -3.0628 2.8368
F -7.1132 -3.2674 0.7487
Br -5.2059 -2.4361 2.6467
N -2.7051 -4.2498 1.0817
C -1.7435 -3.3070 0.7390
H 1.3644 -5.6717 6.3934
H -0.0987 -5.7470 5.3564
H -0.1663 -4.7665 6.9259
H 1.3381 -3.0058 5.8059
H 1.7120 -4.2149 4.4696
H -0.3624 -2.1880 4.2049
H -1.2513 -3.5591 4.9775
H 0.4305 -4.7419 2.8351
H -1.3558 -4.7918 3.0302
H 1.4878 -1.8400 3.4330
H 2.3335 -1.0576 2.0579
H 4.6902 -1.7014 2.1570
H 4.5662 -2.5680 0.5288
H 6.1731 -3.3125 3.0841
H 5.3106 -4.7114 2.3095
H 6.5574 -3.6871 1.3657
H 1.5807 -0.1338 -1.3250
H 2.4845 -0.5284 0.1650
H 1.1303 1.9559 -0.5850
H 1.8428 1.5473 1.0298
H -1.1627 1.0647 0.0375
H -0.6041 0.6826 1.7327
H -0.1226 3.5715 0.6636
H -1.8752 2.9917 0.9567
H -1.9506 4.6513 3.0018
H -0.3058 0.3403 -1.9817
H -1.8902 -0.4960 -2.3951
H 2.0484 -2.6992 -1.8490
H 4.5530 -2.5561 -2.3197
H 5.4616 -1.1817 -4.3494
H 3.7775 -0.0610 -5.8946
H 1.2327 -0.1566 -5.4568
H -6.5332 -1.3874 -0.7291
H -4.8116 -1.0671 -1.2060
H -6.1487 -0.6240 -2.3798
H -5.7776 -5.2468 -0.0531
H -4.3885 -6.4226 0.1209
H -5.1908 -6.7125 2.2216
H -4.3252 -5.2167 2.7089
O 0.8788 5.0944 -0.3780
N 0.2995 5.6761 -1.2825
O 0.0254 5.1757 -2.3586
C -0.0870 7.0722 -1.0586
C 0.2419 7.6878 0.1425
C -0.1047 9.0170 0.3416
C -0.7777 9.7170 -0.6528
C -1.1116 9.0897 -1.8475
C -0.7659 7.7617 -2.0551
H 0.7661 7.1512 0.9234
H 0.1523 9.5094 1.2718
H -1.0423 10.7569 -0.4965
H -1.6388 9.6384 -2.6187
H -1.0278 7.2830 -2.9903
O 5.5487 2.4812 -2.1726
N 4.6360 3.2853 -2.0917
O 3.5532 3.0543 -1.5843
C 4.8529 4.6247 -2.6479
C 6.0589 4.9216 -3.2687
C 6.2493 6.1840 -3.8142
C 5.2407 7.1368 -3.7322
C 4.0409 6.8333 -3.0998
C 3.8428 5.5721 -2.5546
H 6.8505 4.1864 -3.3378
H 7.1838 6.4249 -4.3068
H 5.3902 8.1202 -4.1642
H 3.2580 7.5800 -3.0355
H 2.9036 5.3433 -2.0666
*
```

Its HOMO-LUMO gap is 7.042 eV. For the LUMO energy, the calculation gives -1.1 eV. Its SMILES is CCCCc1c(CSCC)c(CCCCOC=O)c(CC(=O)c2ccccc2)c2nc(/C(Br)=C(\C)Br)c(CC[C@](F)(Br)C(F)(F)Br)nc12.O=[N+]([O-])c1ccccc1.O=[N+]([O-])c1ccccc1. The value obtained for the HOMO energy is -8.15 eV.